12
Properties=species:S:1:pos:R:3:forces:R:3:nbo_charge:R:1 method="wB97M-V/def2-TZVPD" gap_ev=7.705 lumo_ev=0.03 relative_energy_kcal_mol=72.25 fmax_ev_per_a=2.071 homo_ev=-7.679
C 1.89243 -1.24706 -0.03409 0.433 -1.705 0.031 0.21
C 0.34842 0.73372 -0.11977 0.457 -0.814 0.074 -0.22
C 1.32901 1.77041 -0.10104 -1.389 0.860 -0.085 -0.25
C 0.63617 -0.59414 -0.08030 -1.539 0.861 -0.115 0.01
N 2.68483 -2.08950 0.01445 -0.352 0.173 -0.077 -0.27
N 2.51775 1.31871 -0.01736 1.375 -0.883 0.151 0.05
N 3.25564 0.45212 0.06856 1.266 1.639 0.046 0.03
N -0.40067 -1.54093 -0.16338 -0.266 -0.327 -0.025 -0.79
H -0.68538 1.03438 -0.15620 -0.150 -0.031 -0.081 0.23
H 1.11668 2.81803 -0.15663 0.155 0.163 0.020 0.24
H -1.25099 -1.28552 0.31691 0.083 -0.048 -0.016 0.38
H -0.11310 -2.48870 0.03108 -0.073 0.111 0.078 0.39